# 1
{"formula": "C2H2F3P", "method": "ωB97M-V/def2-TZVPD", "species": ["C", "C", "F", "F", "F", "P", "H", "H"], "xyz": [[1.696, 0.885, -0.649], [-1.356, -0.629, 0.579], [-1.882, -0.420, -0.587], [-2.332, -0.416, 1.489], [-1.019, -1.918, 0.663], [1.380, 0.504, 0.903], [2.546, 1.470, -1.148], [0.966, 0.524, -1.250]], "e_homo_ev": [-8.7262, -9.8756], "e_above_lowest_kcal_mol": 65.8, "orbital_gap_ev": [7.6, 8.8]}

# 2
{"formula": "C2H2F4", "method": "ωB97M-V/def2-TZVPD", "species": ["C", "C", "F", "F", "F", "F", "H", "H"], "xyz": [[-0.366, 0.209, 1.282], [0.424, -0.120, -1.674], [-1.378, -0.595, 1.223], [-0.780, 1.518, 1.564], [1.718, 0.254, -1.251], [0.266, -1.445, -1.517], [0.546, -0.266, 1.635], [-0.432, 0.445, -1.260]], "e_homo_ev": [-9.5966, -9.0385], "e_above_lowest_kcal_mol": 108.4, "orbital_gap_ev": [9.9, 8.8]}

# 3
{"formula": "C2H2F4O", "method": "ωB97M-V/def2-TZVPD", "species": ["C", "C", "O", "F", "F", "F", "F", "H", "H"], "xyz": [[-1.729, 0.369, 0.917], [1.853, 0.480, 1.028], [-0.472, 0.037, 1.077], [-2.292, 1.086, 1.997], [2.351, -0.577, 0.449], [2.055, 0.546, 2.328], [-1.906, 1.048, -0.277], [-2.254, -0.480, 1.052], [1.457, 1.476, 0.610]], "e_homo_ev": [-9.3167, -10.1218], "e_above_lowest_kcal_mol": 95.8, "orbital_gap_ev": [6.9, 8.3]}

# 4
{"formula": "C2H2FHgO", "method": "ωB97M-V/def2-TZVPD", "species": ["C", "C", "O", "H", "H", "Hg", "F"], "xyz": [[-0.294, 0.079, 0.286], [0.725, -0.742, 0.146], [-0.559, 1.307, -0.013], [0.452, -1.785, -0.039], [-1.746, 1.143, -0.334], [2.593, -0.088, 0.085], [-1.933, -0.289, -0.138]], "e_homo_ev": -14.7964, "charge": 1, "e_above_lowest_kcal_mol": 34.9, "orbital_gap_ev": 6.7}

# 5
{"formula": "C2H2FHgO", "method": "ωB97M-V/def2-TZVPD", "species": ["O", "C", "C", "H", "F", "H", "Hg"], "xyz": [[-1.196, -0.110, -0.045], [-0.107, -0.609, 0.309], [0.984, -0.077, -0.422], [0.075, -1.039, 1.308], [2.149, 0.004, 0.167], [0.937, 0.307, -1.443], [-2.842, 1.524, 0.126]], "e_homo_ev": [-13.9160, -15.6787], "s_squared": 2.011, "charge": 1, "e_above_lowest_kcal_mol": 0.0, "spin_multiplicity": 3, "orbital_gap_ev": [9.8, 7.2]}

# 6
{"formula": "C2H2FIO3", "method": "ωB97M-V/def2-TZVPD", "species": ["O", "C", "F", "C", "O", "O", "I", "H", "H"], "xyz": [[-0.403, -1.498, -1.351], [-0.029, -1.174, -0.281], [0.351, -2.079, 0.635], [0.148, 0.214, 0.260], [-0.765, 1.283, -0.791], [-0.281, 0.401, 1.490], [2.202, 0.769, -0.150], [-0.969, 0.752, -1.565], [-0.254, 1.332, 1.753]], "e_homo_ev": -10.1424, "smiles": "O=C(F)C(O)(O)I", "e_above_lowest_kcal_mol": 28.7, "orbital_gap_ev": 9.6}

# 7
{"formula": "C2H2FIO3", "method": "ωB97M-V/def2-TZVPD", "species": ["O", "C", "F", "O", "C", "O", "I", "H", "H"], "xyz": [[2.017, -0.173, -0.302], [1.130, 0.417, -0.806], [1.530, 1.291, -1.812], [-0.165, 0.528, -0.720], [-1.040, -0.067, 0.407], [-0.393, 0.039, 1.580], [-1.519, -2.183, 0.009], [-2.072, 0.527, 0.345], [0.512, -0.379, 1.299]], "e_homo_ev": -10.3205, "smiles": "O=C(F)O[C@H](O)I", "e_above_lowest_kcal_mol": 16.8, "orbital_gap_ev": 10.0}

# 8
{"formula": "C2H2FLi", "method": "ωB97M-V/def2-TZVPD", "species": ["C", "C", "H", "F", "H", "Li"], "xyz": [[0.551, -0.333, 0.283], [-0.528, 0.428, 0.281], [0.580, -1.427, 0.320], [1.738, 0.019, -0.489], [-0.318, 1.465, 0.597], [-2.023, -0.152, -0.991]], "e_homo_ev": -7.1863, "e_above_lowest_kcal_mol": 14.1, "orbital_gap_ev": 6.2}

# 9
{"formula": "C2H2FLi2O", "method": "ωB97M-V/def2-TZVPD", "species": ["C", "F", "H", "C", "O", "Li", "Li", "H"], "xyz": [[0.576, 0.945, 1.078], [-0.025, 1.977, 0.509], [1.520, 1.234, 1.532], [0.562, -0.815, -1.351], [-0.486, -1.176, -1.011], [-1.347, 0.123, 1.288], [-2.417, -1.408, -0.530], [1.615, -0.879, -1.515]], "e_homo_ev": [-9.8104, -11.5869], "charge": 1, "e_above_lowest_kcal_mol": 179.3, "orbital_gap_ev": [4.0, 6.1]}

# 10
{"formula": "C2H2FN3O", "method": "ωB97M-V/def2-TZVPD", "species": ["C", "C", "N", "N", "N", "O", "F", "H", "H"], "xyz": [[-0.525, 0.736, 2.779], [-0.083, -0.672, -2.125], [0.002, 0.163, 1.904], [0.502, -0.092, 0.815], [0.356, -0.060, -3.039], [-0.762, -1.374, -1.477], [0.959, 1.115, -2.904], [-0.768, 1.303, 3.630], [0.319, -1.118, 0.416]], "e_homo_ev": -8.6328, "e_above_lowest_kcal_mol": 132.0, "orbital_gap_ev": 8.5}

# 11
{"formula": "C2H2FN3S", "method": "ωB97M-V/def2-TZVPD", "species": ["F", "C", "N", "N", "N", "C", "S", "H", "H"], "xyz": [[-0.202, 2.101, 0.108], [0.247, 0.783, -0.120], [1.438, 0.385, -0.110], [1.329, -0.930, 0.040], [0.069, -1.417, 0.050], [-0.616, -0.357, -0.073], [-2.377, -0.294, 0.002], [2.174, -1.408, 0.279], [-2.061, 1.139, -0.175]], "e_homo_ev": -9.1535, "smiles": "Fc1n[nH]nc1S", "e_above_lowest_kcal_mol": 20.8, "orbital_gap_ev": 9.9}

# 12
{"formula": "C2H2FNO", "method": "ωB97M-V/def2-TZVPD", "species": ["C", "C", "N", "O", "F", "H", "H"], "xyz": [[0.639, 0.104, 1.714], [-0.146, -0.606, -1.636], [0.423, -0.860, 1.102], [-0.309, 0.497, -1.838], [-1.294, 1.545, -0.588], [0.960, 0.846, 2.373], [-0.273, -1.528, -1.127]], "e_homo_ev": [-9.8525, -8.7446], "e_above_lowest_kcal_mol": 108.2, "orbital_gap_ev": [9.1, 7.8]}

# 13
{"formula": "C2H2FNO2", "method": "ωB97M-V/def2-TZVPD", "species": ["C", "C", "N", "O", "O", "F", "H", "H"], "xyz": [[-0.507, 1.023, 0.059], [0.360, -0.022, -0.604], [0.385, -1.254, 0.912], [-0.027, 1.973, 0.595], [-0.409, -2.075, 1.020], [1.661, 0.162, -0.635], [-1.690, 0.836, 0.173], [0.227, -0.642, -1.519]], "e_homo_ev": [-8.8964, -8.8959], "e_above_lowest_kcal_mol": 110.5, "orbital_gap_ev": [8.2, 8.2]}

# 14
{"formula": "C2H2FNO2", "method": "ωB97M-V/def2-TZVPD", "species": ["C", "C", "N", "O", "O", "F", "H", "H"], "xyz": [[0.013, 1.201, -0.046], [-0.178, -0.095, -0.642], [0.395, 2.201, 0.395], [1.067, -0.719, -0.732], [-1.325, -0.975, 0.637], [-0.620, -1.095, 1.900], [-0.924, -0.164, -1.534], [1.572, -0.353, 0.021]], "e_homo_ev": -11.1746, "e_above_lowest_kcal_mol": 147.5, "orbital_gap_ev": 10.2}

# 15
{"formula": "C2H2FNa2O2", "method": "ωB97M-V/def2-TZVPD", "species": ["H", "O", "C", "C", "O", "H", "Na", "Na", "F"], "xyz": [[0.504, -2.072, 0.244], [-1.542, -1.478, 0.453], [-0.584, -0.770, 0.875], [-0.178, -0.786, 2.239], [-0.009, -1.916, 2.814], [-0.470, 0.095, 2.833], [-0.326, -3.941, 1.805], [-1.548, -2.530, -1.532], [-0.234, 0.085, -0.631]], "e_homo_ev": [-5.4348, -6.4945], "s_squared": 0.757, "spin_multiplicity": 2, "orbital_gap_ev": [4.5, 5.3]}

# 16
{"formula": "C2H2FO3P", "method": "ωB97M-V/def2-TZVPD", "species": ["C", "C", "O", "O", "O", "F", "P", "H", "H"], "xyz": [[3.279, 0.047, 0.059], [-0.384, -0.361, 0.407], [-2.768, -0.026, -1.291], [-1.931, 1.886, 0.210], [-1.606, -0.573, 1.098], [-0.009, -1.651, -0.118], [-1.804, 0.455, -0.252], [2.562, 0.600, 0.688], [2.661, -0.379, -0.801]], "e_homo_ev": [1.3667, 1.6250], "charge": -2, "e_above_lowest_kcal_mol": 132.3, "orbital_gap_ev": [5.2, 5.0]}

# 17
{"formula": "C2H2FOP", "method": "ωB97M-V/def2-TZVPD", "species": ["C", "C", "O", "F", "P", "H", "H"], "xyz": [[-0.310, 0.658, -0.874], [-0.052, -0.039, 0.897], [-1.245, 1.175, -1.367], [0.984, -1.597, -1.008], [1.211, -0.141, -0.381], [0.389, 0.655, 1.644], [-0.976, -0.711, 1.089]], "e_homo_ev": -8.3514, "e_above_lowest_kcal_mol": 32.2, "orbital_gap_ev": 8.0}

# 18
{"formula": "C2H2FOPb", "method": "ωB97M-V/def2-TZVPD", "species": ["O", "C", "C", "H", "F", "Pb", "H"], "xyz": [[0.602, -0.705, -1.214], [-0.539, -0.597, -0.730], [-0.720, 0.154, 0.482], [-1.068, -0.479, 1.313], [-1.599, 1.196, 0.372], [2.563, -0.103, -0.842], [0.762, 0.534, 0.618]], "e_homo_ev": [-12.9909, -12.9963], "charge": 1, "e_above_lowest_kcal_mol": 81.3, "orbital_gap_ev": [6.2, 6.2]}

# 19
{"formula": "C2H2FOS", "method": "ωB97M-V/def2-TZVPD", "species": ["C", "C", "O", "F", "S", "H", "H"], "xyz": [[1.206, 0.103, -0.677], [-0.784, -0.083, 0.448], [2.065, 0.441, 0.066], [-0.720, -0.020, 1.856], [0.702, -0.182, -2.192], [-1.274, -1.057, 0.331], [-1.195, 0.796, 0.167]], "e_homo_ev": -2.4297, "charge": -1, "e_above_lowest_kcal_mol": 40.7, "orbital_gap_ev": 6.2}

# 20
{"formula": "C2H2I2", "method": "ωB97M-V/def2-TZVPD", "species": ["C", "C", "I", "H", "I", "H"], "xyz": [[1.601, 0.341, 0.308], [0.959, 0.594, 1.288], [-0.111, 1.178, 2.899], [2.145, 0.050, -0.542], [-2.254, -1.367, -2.704], [-2.340, -0.796, -1.249]], "e_homo_ev": -9.7331, "smiles": "C#CI.I", "e_above_lowest_kcal_mol": 29.8, "orbital_gap_ev": 10.0}

| no. | energy (eV) |
| --- | --- |
| 1 | -19543.599 |
| 2 | -12971.773 |
| 3 | -15019.672 |
| 4 | -11032.923 |
| 5 | -11035.229 |
| 6 | -19065.664 |
| 7 | -19066.180 |
| 8 | -5025.676 |
| 9 | -7268.326 |
| 10 | -11334.812 |
| 11 | -20127.275 |
| 12 | -8355.925 |
| 13 | -10404.391 |
| 14 | -10402.786 |
| 15 | -17746.877 |
| 16 | -20249.762 |
| 17 | -16157.786 |
| 18 | -12106.744 |
| 19 | -17705.895 |
| 20 | -18305.094 |